# 1
One molecule with the formula C9H7NOS at a distorted geometry. Source: OMol25; level of theory: ωB97M-V/def2-TZVPD.

Each line ends with the Löwdin charge.
Geometry (Å):
1 C 0.6752 0.5944 0.0133  -0.250
2 C 3.1702 -0.6011 -0.1224  -0.082
3 H -4.9411 -0.6865 0.1521  0.117
4 C -1.6115 -0.0404 -0.0489  -0.436
5 N -3.9352 -0.8716 0.0798  0.143
6 C 2.0528 -1.4028 -0.0343  -0.081
7 H 2.0611 -2.4908 -0.0588  0.107
8 H 1.6644 2.5127 0.0848  0.132
9 C -3.0916 0.2290 -0.0556  -0.527
10 C 1.8013 1.4028 0.1174  -0.040
11 H -1.0100 2.0850 -0.0168  0.154
12 H 4.1129 -1.0689 -0.1895  0.091
13 S -0.7712 -1.5833 -0.0619  1.054
14 C 0.7704 -0.8004 0.0126  -0.483
15 O -3.5491 1.3516 -0.1502  0.056
16 H 3.9545 1.3864 0.0505  0.111
17 C -0.7381 0.9838 -0.1004  -0.043
18 H -3.6414 -1.7918 0.3316  0.070
19 C 3.0263 0.7919 -0.0034  -0.091

* relative energy (zero: lowest compared OMol25 entry of this formula, charge and spin): 0.0 kJ/mol
* E_HOMO: -8.6 eV
* spin multiplicity: 1
* structure (SMILES): NC(=O)c1cc2ccccc2s1
* strongest force on any atom: 2.63 eV/A
* calculated total energy: -875.36392 a.u.
* gap between HOMO and LUMO: 8.89 eV

# 2
A 2-piece molecular cluster, C20H16Cl3O3 overall at a distorted geometry. Source: OMol25; level of theory: ωB97M-V/def2-TZVPD.

Each line ends with the Löwdin charge.
Geometry (Å):
1 H -2.1092 2.6019 4.2010  0.071
2 H -1.6955 -1.5240 -3.8085  0.105
3 H 1.9624 0.5245 2.7260  0.086
4 C -1.5546 -2.6937 -0.5566  -0.030
5 C 0.2648 -1.6045 -1.8704  -0.561
6 H -4.9494 -2.4000 -1.0346  0.100
7 C -3.8754 -2.3765 -1.2710  -0.096
8 H -4.1477 -1.6825 -3.3049  0.095
9 H -0.9336 4.7513 -0.1800  0.118
10 C -2.9279 -2.7575 -0.2980  -0.073
11 O 1.1669 3.5639 -0.4936  -0.098
12 C -3.4294 -1.9934 -2.5421  -0.102
13 O 2.5521 -2.3397 -1.8410  -0.035
14 C -2.3350 4.6987 1.4725  -0.113
15 H 3.6523 -1.5899 -0.2893  0.125
16 H 5.0271 -3.3995 -2.2957  0.074
17 C -2.6905 4.0558 2.7022  -0.108
18 C -0.3451 3.2926 1.3437  -0.083
19 C 1.6089 1.7437 1.0795  -0.794
20 H -0.7936 -2.9419 0.1896  0.106
21 H -3.2308 -3.0493 0.6983  0.096
22 O 1.3051 -3.1429 -0.1462  0.068
23 Cl 3.1887 1.8212 0.5680  0.695
24 C 4.9373 -2.4231 -1.8206  -0.070
25 Cl 0.0262 1.0982 4.6459  0.666
26 H 5.7737 -2.2639 -1.1223  0.084
27 C 0.8462 2.8734 0.5158  -0.454
28 C -0.6857 2.6451 2.5902  -0.219
29 H 3.5881 -3.3797 -0.4352  0.120
30 C 1.3889 -2.4418 -1.1477  -0.521
31 C -1.8379 3.0998 3.2639  -0.083
32 H -3.0077 5.4686 1.0453  0.086
33 C -2.0534 -1.8809 -2.8384  -0.019
34 Cl 0.5185 -0.1888 -0.8946  0.871
35 H -3.5942 4.3614 3.2477  0.087
36 C -1.1030 -2.1293 -1.7702  -0.251
37 H 4.8974 -1.6189 -2.5613  0.084
38 C 3.6964 -2.4361 -0.9803  -0.239
39 H 0.5801 -1.5057 -2.9447  0.134
40 C -1.1995 4.2532 0.7844  -0.047
41 C 0.2332 1.6941 3.0881  -0.696
42 C 1.2849 1.2163 2.2850  -0.178

* E_HOMO: -3.1 eV
* spin multiplicity: 1
* total charge: -1
* strongest force on any atom: 4.03 eV/A
* calculated total energy: -2378.06005 a.u.
* gap between HOMO and LUMO: 5.84 eV

# 3
C6H5IN2O2S as an isolated structure at a distorted geometry. Source: OMol25; level of theory: ωB97M-V/def2-TZVPD.

Each line ends with the Löwdin charge.
Geometry (Å):
1 O 3.2234 -1.1109 1.0690  -0.305
2 O 1.8033 0.5773 0.0370  -0.123
3 C -2.2648 0.4174 -0.0139  0.003
4 H -1.7249 -1.5574 0.6847  0.094
5 N 0.6992 -1.2364 1.1546  0.022
6 I 2.9337 -1.6979 -2.7191  0.749
7 H -3.3017 0.3586 0.0259  0.077
8 C -0.1170 -0.2463 0.5782  -0.368
9 H 0.2322 -2.0697 1.2934  0.095
10 H -2.3064 2.4940 -0.5300  0.097
11 N 1.6543 -1.6764 -1.1677  -0.779
12 C -0.3441 1.8692 -0.2480  -0.021
13 H 0.0647 2.9226 -0.6425  0.177
14 C -1.6702 1.6564 -0.3804  -0.093
15 S 2.0638 -0.9576 0.1473  0.612
16 C -1.3955 -0.6001 0.5461  0.019
17 C 0.4500 0.8572 0.1653  -0.258

* relative energy (zero: lowest compared OMol25 entry of this formula, charge and spin): 238.7 kJ/mol
* E_HOMO: -9.1 eV
* spin multiplicity: 1
* strongest force on any atom: 6.92 eV/A
* calculated total energy: -1187.35009 a.u.
* gap between HOMO and LUMO: 8.94 eV

# 4
C22H22I2O8S4Sm as an isolated structure at a distorted geometry. Source: OMol25; level of theory: ωB97M-V/def2-TZVPD.

Each line ends with the Mulliken spin population.
Geometry (Å):
1 C -1.2876 -3.0645 -2.6067  0.000
2 C -0.4946 3.4265 5.4580  0.000
3 H -1.5380 1.1504 -2.3664  0.005
4 H -0.5643 0.0475 5.6653  0.000
5 C -1.0781 0.9556 -3.3538  0.000
6 C 3.6096 1.5440 -0.2851  0.000
7 C 0.0323 -5.4479 -2.2621  0.000
8 I -6.5814 1.4834 0.6167  -0.001
9 O -0.2110 -0.1391 1.9309  -0.008
10 C -0.0187 -4.5346 -1.2204  0.000
11 S -2.1873 -1.5125 -2.8122  0.000
12 S -1.1891 -0.3711 3.0217  -0.007
13 H 3.6543 -1.9333 1.3765  0.000
14 O -2.1912 4.1756 1.6880  0.000
15 C -0.5781 -5.1700 -3.4757  0.000
16 C 0.1548 1.8636 -3.5024  0.000
17 O -0.0163 0.2398 -0.8149  -0.010
18 C 4.8033 -0.2074 0.8372  0.000
19 C -1.2515 -3.9727 -3.6540  0.000
20 H 2.1178 2.2760 -2.7403  0.000
21 H -1.7451 -3.7473 -4.5874  0.000
22 H 5.7182 -0.5887 1.2630  0.000
23 H 0.4417 -4.7619 -0.2722  0.000
24 O -0.8558 -1.4437 3.8999  0.000
25 C -1.2464 2.4320 3.3976  0.000
26 H -1.0699 4.5177 3.6837  0.000
27 H 1.8007 0.5471 -2.9201  0.000
28 H 1.5508 -1.0536 0.4060  0.000
29 Sm -1.7639 0.3679 0.5592  5.067
30 H 0.4810 1.8521 -4.5446  0.000
31 O -0.9123 2.3326 0.7529  -0.012
32 H -0.1585 2.8810 -3.2580  0.000
33 O -2.4840 -0.5609 2.3185  -0.010
34 H 0.0918 -0.8112 -2.8741  0.001
35 O -3.0597 1.8903 1.5410  -0.010
36 H -0.6192 -0.8438 -4.5089  0.000
37 I -4.5901 0.1306 -0.5020  -0.004
38 C -0.6811 -3.3307 -1.3913  -0.002
39 C -0.3806 2.1656 6.0223  0.000
40 H -0.0645 2.0568 7.0475  0.000
41 S 0.9103 1.4347 -0.8442  0.000
42 C -1.1090 1.1685 3.9515  0.000
43 C 3.6470 -0.9687 0.8949  0.000
44 H -0.5441 -5.8895 -4.2782  0.000
45 C 1.3622 1.5001 -2.6416  0.000
46 H 5.6836 1.6464 0.2265  0.000
47 H -0.7396 -2.6020 -0.5824  0.004
48 H -1.8028 1.2377 -4.1209  0.000
49 C -0.6674 1.0425 5.2617  0.000
50 C 2.4661 0.7619 -0.2470  0.000
51 H 0.5378 -6.3892 -2.1190  0.000
52 C -0.9319 3.5542 4.1491  0.000
53 O -2.3439 -0.9917 -1.3851  -0.005
54 H 3.5761 2.5285 -0.7257  0.000
55 C -0.7693 -0.5324 -3.4766  -0.001
56 C 4.7850 1.0499 0.2526  0.000
57 S -1.9057 2.7832 1.7711  -0.008
58 C 2.4697 -0.4859 0.3493  0.000
59 H -0.2621 4.3105 6.0308  0.000

* relative energy (zero: lowest compared OMol25 entry of this formula, charge and spin): 0.0 kJ/mol
* E_HOMO (spin up / spin down): -11.6 / -11.6 eV
* spin multiplicity: 6
* total charge: +1
* strongest force on any atom: 6.89 eV/A
* calculated total energy: -4299.43930 a.u.
* ⟨S²⟩: 8.76
* gap between HOMO and LUMO (spin up / spin down): 8.11 / 8.12 eV